{"formula": "C77H159Cl2N2O38P3", "method": "ωB97M-V/def2-TZVPD", "orbital_gap_ha": 0.086, "charge": -2, "e_tot_ev": -216103.2314, "e_homo_ha": -0.0160, "lumo_ev": 1.89, "fmax_ev_per_a": 6.19, "elements": ["C", "C", "C", "C", "N", "C", "C", "C", "C", "C", "H", "H", "H", "H", "H", "H", "H", "H", "H", "H", "H", "H", "H", "H", "H", "H", "H", "H", "H", "H", "C", "C", "C", "C", "N", "C", "C", "C", "C", "C", "H", "H", "H", "H", "H", "H", "H", "H", "H", "H", "H", "H", "H", "H", "H", "H", "H", "H", "H", "H", "C", "C", "C", "O", "C", "C", "C", "O", "O", "O", "H", "H", "C", "C", "C", "O", "C", "C", "C", "O", "O", "O", "H", "H", "Cl", "C", "C", "Cl", "H", "H", "H", "H", "C", "O", "P", "O", "O", "C", "O", "C", "H", "H", "H", "H", "H", "H", "H", "H", "H", "C", "O", "P", "O", "O", "C", "O", "C", "H", "H", "H", "H", "H", "H", "H", "H", "H", "C", "O", "P", "O", "O", "C", "O", "C", "H", "H", "H", "H", "H", "H", "H", "H", "H", "C", "O", "C", "C", "O", "C", "C", "O", "C", "H", "H", "H", "H", "H", "H", "H", "H", "H", "H", "H", "H", "H", "H", "C", "O", "C", "C", "O", "C", "C", "O", "C", "H", "H", "H", "H", "H", "H", "H", "H", "H", "H", "H", "H", "H", "H", "C", "O", "C", "C", "O", "C", "C", "O", "C", "H", "H", "H", "H", "H", "H", "H", "H", "H", "H", "H", "H", "H", "H", "C", "O", "C", "C", "O", "C", "C", "O", "C", "H", "H", "H", "H", "H", "H", "H", "H", "H", "H", "H", "H", "H", "H", "C", "O", "C", "C", "O", "C", "C", "O", "C", "H", "H", "H", "H", "H", "H", "H", "H", "H", "H", "H", "H", "H", "H", "C", "O", "C", "C", "O", "C", "C", "O", "C", "H", "H", "H", "H", "H", "H", "H", "H", "H", "H", "H", "H", "H", "H"], "positions_angstrom": [[-7.03600, 5.98655, 8.63246], [-7.11028, 6.91642, 7.34333], [-5.95145, 6.76893, 6.35329], [-5.84879, 5.37412, 5.63703], [-4.78685, 5.21608, 4.50946], [-5.06475, 6.21925, 3.34206], [-6.00746, 5.39034, 2.40254], [-5.68707, 3.87828, 2.57100], [-4.91746, 3.76911, 3.88758], [-3.32583, 5.37596, 5.10996], [-7.22832, 4.98963, 8.23588], [-7.58919, 6.36484, 9.49210], [-5.99996, 6.00006, 8.97089], [-7.17556, 8.00255, 7.40790], [-8.02220, 6.78863, 6.76010], [-4.99988, 6.92091, 6.86271], [-6.03082, 7.54461, 5.59163], [-6.77747, 5.37643, 5.06638], [-5.73820, 4.58476, 6.38053], [-4.14884, 6.36579, 2.76959], [-5.40474, 7.21553, 3.62477], [-6.03051, 5.82664, 1.40394], [-6.98866, 5.43982, 2.87467], [-5.04725, 3.55608, 1.74947], [-6.56959, 3.23965, 2.53334], [-3.96680, 3.24055, 3.81701], [-5.43711, 3.19228, 4.65265], [-3.16500, 6.25746, 5.73059], [-2.68945, 5.34882, 4.22544], [-3.05927, 4.53252, 5.74687], [2.54935, 1.40124, 3.30627], [3.11243, 0.80713, 1.98205], [1.99101, 0.83281, 0.86125], [1.00606, -0.41752, 0.81089], [-0.16738, -0.25592, -0.14324], [-1.07316, -1.54645, -0.14634], [-0.92382, -2.24668, -1.52586], [-0.61950, -1.07937, -2.44324], [0.27364, -0.11089, -1.62880], [-1.17642, 0.93844, 0.06884], [1.62101, 0.88344, 3.54743], [2.21324, 2.42786, 3.16066], [3.08806, 1.33524, 4.25154], [3.55738, -0.15626, 2.23106], [3.92140, 1.46590, 1.66633], [2.49945, 0.92934, -0.09806], [1.49166, 1.80083, 0.90215], [0.64584, -0.63057, 1.81734], [1.59982, -1.18568, 0.31544], [-2.04572, -1.15034, 0.14575], [-0.83586, -2.16253, 0.72098], [-1.86351, -2.73329, -1.78721], [-0.06936, -2.92033, -1.59058], [-1.57593, -0.70746, -2.81068], [-0.14832, -1.36276, -3.38440], [0.16653, 0.92316, -1.95648], [1.33901, -0.33641, -1.58167], [-1.96850, 0.98164, -0.67872], [-0.66048, 1.89243, -0.03986], [-1.63086, 0.84348, 1.05503], [-4.66356, 6.97551, -6.24850], [-3.79011, 6.01140, -5.80422], [-4.04772, 5.15179, -4.66378], [-3.22953, 4.17707, -4.29336], [-5.22156, 5.19865, -3.91526], [-6.17381, 6.24390, -4.15373], [-5.91863, 7.13049, -5.50910], [-6.72050, 7.97612, -5.85466], [-7.08428, 6.57583, -3.36376], [-2.78099, 5.99769, -6.57495], [-4.64359, 7.63775, -7.10140], [-5.42906, 4.47693, -3.13908], [-4.08593, 0.63296, 7.35171], [-5.38899, 0.41791, 7.52225], [-6.11898, -0.54716, 6.69945], [-7.39807, -0.83426, 6.84618], [-5.45014, -1.32511, 5.78565], [-4.02531, -1.14216, 5.45501], [-3.24957, 0.01588, 6.33601], [-2.09117, 0.39716, 5.99691], [-3.47467, -1.72236, 4.48934], [-6.00414, 1.12398, 8.43490], [-3.50864, 1.33913, 7.93005], [-6.08009, -2.02060, 5.25098], [7.81327, 0.87962, 6.88175], [8.97731, 2.27705, 6.64086], [8.75109, 2.98866, 5.23469], [7.05590, 3.62895, 5.20308], [9.92771, 1.75079, 6.72970], [8.78495, 2.90358, 7.51181], [8.74442, 2.29161, 4.39673], [9.44062, 3.80637, 5.02493], [5.97678, -3.79646, 2.09777], [5.25077, -3.24157, 0.96487], [5.90798, -3.15995, -0.51981], [7.08690, -3.94128, -0.83845], [5.94851, -1.55722, -0.75226], [6.97149, -0.74607, -0.38205], [4.58643, -3.51342, -1.34573], [4.11030, -4.88604, -1.30686], [6.25748, -2.85230, 2.56452], [6.86346, -4.29823, 1.71030], [5.55892, -4.43485, 2.87620], [7.08662, -0.81272, 0.69980], [6.91642, 0.30436, -0.66782], [7.90126, -1.04127, -0.86835], [4.21088, -5.43577, -0.37103], [4.65847, -5.49480, -2.02590], [3.06516, -4.86856, -1.61585], [-1.44825, -6.39942, 4.03166], [-0.06527, -6.84098, 4.15355], [0.88303, -6.31007, 2.92438], [0.42127, -6.60674, 1.52159], [0.96751, -4.66450, 3.11695], [1.46721, -4.14604, 4.40880], [2.35709, -6.77422, 3.15847], [2.78314, -8.11438, 3.08440], [-1.77234, -6.45361, 2.99237], [-1.53935, -5.34503, 4.29259], [-1.99426, -6.99429, 4.76386], [0.63269, -3.70502, 4.95394], [2.02456, -3.23649, 4.18481], [2.11694, -4.69469, 5.09066], [3.26335, -8.29947, 4.04525], [3.60534, -8.06875, 2.37025], [2.00725, -8.85061, 2.87446], [0.83154, 0.33467, -8.97175], [0.51895, -0.97942, -9.40367], [0.09435, -1.37348, -10.93342], [-0.97562, -0.52778, -11.53136], [1.57158, -1.31855, -11.57158], [1.93039, -1.64890, -12.88754], [-0.21260, -2.95611, -10.93691], [-1.36452, -3.47705, -10.23647], [0.30005, 1.06634, -9.58024], [1.87986, 0.58636, -9.13233], [0.67841, 0.43957, -7.89767], [2.57811, -2.51765, -13.00518], [2.52134, -0.80909, -13.25305], [1.09393, -1.73488, -13.58110], [-1.19405, -4.47433, -9.83094], [-2.16042, -3.64669, -10.96164], [-1.60412, -2.78017, -9.43332], [6.63996, 2.67354, -8.43383], [5.43115, 3.17122, -7.92845], [5.05293, 4.47898, -8.26148], [3.98011, 5.01081, -7.32111], [4.36741, 5.20052, -5.97733], [4.22350, 4.05232, -5.11516], [4.89423, 4.36701, -3.71456], [6.25429, 3.80676, -3.74164], [7.15856, 4.05211, -4.87770], [6.84594, 1.76481, -7.86825], [7.46357, 3.37250, -8.28816], [6.59036, 2.48299, -9.50590], [4.56989, 4.47714, -9.23861], [5.86578, 5.19904, -8.35582], [3.14605, 4.31067, -7.27383], [3.63923, 5.99627, -7.63855], [4.75561, 3.21758, -5.57140], [3.16618, 3.81669, -4.99405], [4.39145, 3.89911, -2.86816], [4.75713, 5.43992, -3.57981], [8.07517, 3.48083, -4.73087], [7.49829, 5.08344, -4.78256], [6.90306, 3.86237, -5.92021], [5.16323, 8.78537, -3.33752], [3.79230, 8.74104, -3.00371], [2.81800, 8.78954, -4.06043], [1.52100, 8.10486, -3.77204], [0.92879, 8.74851, -2.65672], [-0.08635, 8.09570, -1.95130], [0.12287, 6.79494, -1.05629], [0.65467, 7.05113, 0.27226], [1.76595, 7.85006, 0.27378], [5.66548, 8.84951, -2.37225], [5.43070, 9.62595, -3.97782], [5.44696, 7.88158, -3.87673], [3.24471, 8.67635, -5.05702], [2.65161, 9.86163, -4.16548], [1.88019, 7.11293, -3.49788], [0.82923, 7.96072, -4.60197], [-0.96246, 8.05078, -2.59822], [-0.32980, 8.90776, -1.26618], [0.76886, 6.10757, -1.60248], [-0.79975, 6.21698, -1.00291], [1.55783, 8.90604, 0.10145], [2.43927, 7.40210, -0.45701], [2.22468, 7.76017, 1.25846], [-8.32450, -2.95234, -1.25798], [-7.34746, -3.67430, -1.96677], [-7.22220, -5.00195, -1.56446], [-8.48869, -5.82118, -1.48576], [-9.11508, -5.98692, -2.75407], [-10.54967, -6.10794, -2.69723], [-10.96938, -7.54590, -2.18967], [-10.70054, -7.79842, -0.81091], [-11.94015, -7.68272, -0.07440], [-8.00700, -3.02568, -0.21783], [-9.35312, -3.23981, -1.47570], [-8.20221, -1.90838, -1.54658], [-6.72642, -5.05321, -0.59509], [-6.38572, -5.33858, -2.17691], [-9.16727, -5.49598, -0.69717], [-8.20859, -6.81293, -1.13070], [-10.88757, -5.93729, -3.71939], [-10.81252, -5.30261, -2.01134], [-10.32257, -8.31240, -2.61656], [-11.96656, -7.75194, -2.57863], [-12.13873, -6.68036, 0.30498], [-11.91288, -8.35205, 0.78546], [-12.90337, -7.90686, -0.53277], [0.73269, 4.18267, 9.73730], [0.25649, 5.29846, 10.56609], [-0.97018, 5.33601, 11.25880], [-0.94073, 4.78751, 12.73639], [-0.62100, 5.78932, 13.66039], [0.74100, 6.12783, 13.74472], [0.97977, 7.04108, 15.03924], [0.75500, 6.19169, 16.20044], [1.65317, 5.08690, 16.33300], [-0.02260, 3.40151, 9.65115], [1.67362, 3.70398, 10.00859], [0.89989, 4.39428, 8.68119], [-1.70014, 4.71180, 10.74341], [-1.31134, 6.36661, 11.35662], [-0.40679, 3.85173, 12.90168], [-1.97045, 4.49584, 12.94299], [1.09318, 6.57761, 12.81641], [1.41025, 5.26909, 13.79726], [0.29384, 7.88685, 15.08684], [1.98926, 7.45215, 15.04740], [2.66660, 5.48821, 16.33151], [1.51736, 4.27260, 15.62126], [1.70656, 4.71000, 17.35437], [2.75957, -13.05280, -0.03757], [2.15890, -12.79703, -1.19046], [1.13946, -11.83819, -1.07612], [0.14019, -11.88333, -2.16520], [-1.08044, -11.23661, -1.70326], [-1.14550, -9.80102, -1.85676], [-2.46231, -9.22361, -1.08310], [-3.76198, -9.40529, -1.62700], [-4.13457, -10.78004, -1.89474], [2.13823, -13.86253, 0.34502], [2.81624, -12.33942, 0.78461], [3.81665, -13.30744, -0.11392], [1.59722, -10.86315, -0.90922], [0.56131, -11.94179, -0.15791], [-0.14504, -12.93475, -2.20081], [0.48096, -11.59829, -3.16055], [-0.89306, -9.59360, -2.89664], [-0.34988, -9.15780, -1.48079], [-2.44188, -8.13817, -0.98569], [-2.39861, -9.57814, -0.05433], [-3.47618, -11.17031, -2.67083], [-5.16150, -10.98958, -2.19407], [-3.91002, -11.35724, -0.99780], [2.54323, -4.46079, -6.38022], [3.26998, -3.69215, -5.52109], [3.68926, -2.39003, -5.77935], [4.96669, -2.19293, -6.58445], [6.09311, -2.58781, -5.83299], [6.31412, -4.05719, -5.82962], [7.83096, -4.30608, -5.49182], [8.77791, -4.40638, -6.51848], [8.82231, -3.45204, -7.48580], [1.77119, -5.07461, -5.91622], [3.13151, -5.03065, -7.09944], [2.09017, -3.86899, -7.17559], [3.82423, -1.90483, -4.81268], [2.78411, -1.97621, -6.22384], [5.17735, -1.14067, -6.77544], [5.01609, -2.61089, -7.58992], [6.06837, -4.60565, -6.73896], [5.79562, -4.55513, -5.01029], [7.86288, -5.28186, -5.00712], [8.18546, -3.67176, -4.67937], [9.11875, -2.50363, -7.03777], [7.87548, -3.38934, -8.02216], [9.58815, -3.68399, -8.22594]], "lowdin_charge": [-0.06, -0.24, -0.21, -0.08, -0.20, -0.07, -0.13, -0.13, -0.06, 0.04, 0.08, 0.07, 0.06, 0.10, 0.10, 0.10, 0.10, 0.13, 0.14, 0.12, 0.12, 0.13, 0.10, 0.11, 0.12, 0.13, 0.13, 0.09, 0.10, 0.10, -0.11, -0.22, -0.15, -0.08, -0.22, -0.06, -0.13, -0.15, -0.07, 0.04, 0.07, 0.07, 0.07, 0.10, 0.10, 0.09, 0.10, 0.14, 0.13, 0.12, 0.13, 0.12, 0.11, 0.13, 0.12, 0.13, 0.12, 0.11, 0.09, 0.11, -0.05, -0.46, -0.39, -0.18, -0.06, -0.37, -0.39, -0.05, -0.08, -0.12, 0.09, 0.08, -0.08, -0.45, -0.41, -0.13, -0.05, -0.35, -0.35, -0.11, -0.11, -0.12, 0.08, 0.09, 0.46, -0.59, -0.59, 0.49, 0.05, 0.06, 0.05, 0.06, -0.08, -0.24, 0.41, -0.21, -0.21, -0.15, -0.22, -0.07, 0.08, 0.07, 0.08, 0.09, 0.09, 0.09, 0.08, 0.08, 0.09, -0.07, -0.24, 0.44, -0.28, -0.23, -0.09, -0.23, -0.09, 0.08, 0.09, 0.09, 0.09, 0.07, 0.09, 0.09, 0.09, 0.10, -0.10, -0.24, 0.45, -0.24, -0.22, -0.12, -0.23, -0.08, 0.09, 0.08, 0.09, 0.08, 0.09, 0.09, 0.08, 0.09, 0.09, -0.11, -0.20, -0.21, -0.18, -0.16, -0.16, -0.12, -0.20, -0.07, 0.09, 0.08, 0.08, 0.12, 0.13, 0.13, 0.13, 0.11, 0.12, 0.11, 0.10, 0.08, 0.08, 0.06, -0.11, -0.19, -0.20, -0.17, -0.14, -0.17, -0.13, -0.20, -0.15, 0.09, 0.08, 0.07, 0.12, 0.12, 0.12, 0.14, 0.13, 0.12, 0.10, 0.12, 0.09, 0.09, 0.08, -0.10, -0.18, -0.22, -0.21, -0.14, -0.14, -0.19, -0.17, -0.11, 0.10, 0.08, 0.09, 0.12, 0.13, 0.12, 0.12, 0.12, 0.11, 0.12, 0.11, 0.08, 0.08, 0.08, -0.07, -0.20, -0.18, -0.18, -0.14, -0.19, -0.13, -0.20, -0.12, 0.08, 0.07, 0.07, 0.12, 0.13, 0.13, 0.12, 0.11, 0.10, 0.12, 0.11, 0.08, 0.08, 0.08, -0.19, -0.15, -0.23, -0.16, -0.17, -0.15, -0.16, -0.20, -0.09, 0.10, 0.09, 0.09, 0.13, 0.13, 0.13, 0.13, 0.11, 0.10, 0.12, 0.12, 0.07, 0.08, 0.08, -0.14, -0.19, -0.18, -0.20, -0.15, -0.13, -0.19, -0.18, -0.14, 0.09, 0.08, 0.08, 0.13, 0.12, 0.12, 0.12, 0.12, 0.11, 0.12, 0.13, 0.09, 0.08, 0.09]}